Entry 1:
104
Properties=species:S:1:pos:R:3:forces:R:3:mulliken_charge:R:1 method="wB97M-V/def2-TZVPD" multiplicity=6 total_charge=+1 homo_ev="-7.655 / -10.068"
Pt 2.299304 1.076453 -2.140741 0.2 0.4 1.4 2.516
C 3.688226 5.709433 -3.181697 1.2 1.9 1.1 -0.721
C 2.979310 4.551115 -3.099371 -0.3 -3.2 0.9 -0.650
N 3.137094 3.574103 -2.126822 -0.9 1.7 -1.2 0.226
C 3.954099 3.798476 -1.106220 0.7 -0.2 -0.2 0.121
C 4.750640 4.992200 -1.108252 1.1 0.5 1.9 0.916
C 4.596510 5.968818 -2.128675 -0.3 -0.6 -0.3 -0.473
C 5.731580 5.160148 -0.002008 -1.2 -1.1 -0.8 -1.022
C 5.946503 4.084305 0.898306 1.2 2.4 -0.9 -0.748
C 5.191371 2.966710 0.931628 -2.6 -1.7 -1.5 -0.888
C 4.112074 2.739974 -0.065653 0.9 0.5 1.0 -0.350
N 3.330395 1.641283 -0.127044 0.8 3.0 -3.3 0.324
C 3.238655 0.653860 0.729518 -2.3 -2.7 -1.1 -0.669
C 3.214021 0.865050 2.081817 1.9 2.8 2.2 -0.046
C 3.206707 -0.140164 2.937737 -1.4 -3.9 0.7 -1.507
C 2.959351 -1.511960 2.405886 2.0 2.3 3.4 -0.448
C 2.828466 -1.753025 1.094318 -1.6 0.7 -3.3 0.119
C 2.591695 -2.975846 0.424386 0.6 -1.8 2.4 -0.912
C 2.370056 -3.154286 -0.943034 0.3 0.5 0.9 -1.325
C 2.301685 -2.007095 -1.680067 0.1 -1.0 -1.0 -0.476
N 2.490010 -0.809920 -1.079323 -0.6 2.1 -0.4 -0.477
C 2.725870 -0.615458 0.235968 2.0 0.3 0.1 1.756
H 3.552300 6.483534 -3.966591 0.0 -1.0 0.5 0.397
H 2.310509 4.202363 -3.877323 0.0 0.4 -0.1 0.522
H 5.203575 6.896989 -2.118651 -0.4 -0.8 0.1 0.390
H 6.246054 6.115881 0.086360 0.1 -0.4 -0.1 0.404
H 6.834085 4.102377 1.532645 -0.4 0.3 0.1 0.376
H 5.392932 2.218787 1.689992 0.0 -0.1 -0.3 0.578
H 3.457276 1.874811 2.489937 -0.6 -0.7 -0.6 0.834
H 3.243087 -0.022113 4.017356 0.1 0.1 -0.2 0.477
H 3.128650 -2.296973 3.115586 -0.3 -0.6 0.2 0.570
H 2.737769 -3.821921 1.135365 -0.3 0.2 -1.0 0.352
H 2.377766 -4.169411 -1.289922 -0.3 -0.1 -0.6 0.532
H 2.229692 -1.989781 -2.775730 0.0 0.0 0.5 0.483
C -0.031556 2.855347 0.192149 0.4 -1.1 0.0 -0.482
Si -0.719119 2.284504 -1.483124 -0.4 0.7 0.2 -0.361
C -1.785905 0.672232 -1.205107 -0.2 1.1 0.3 0.244
C -1.772057 3.822529 -1.948293 0.6 -0.4 0.4 -1.183
C 0.549887 2.009490 -2.858136 -0.6 -1.1 1.8 -0.885
H -0.800827 2.771512 0.996439 0.5 0.3 -0.6 0.402
H 0.411292 3.862279 0.135650 -0.4 -0.3 0.0 0.363
H 0.800646 2.167589 0.444766 -0.3 0.3 0.2 -0.250
H -2.746191 1.091145 -0.876619 0.0 -0.1 -0.2 0.370
H -0.327767 -0.429247 -0.268760 1.1 -0.1 0.0 -0.463
H -2.017679 0.092623 -2.097614 0.3 0.0 -0.2 -0.797
H -2.386254 4.143995 -1.071252 0.6 0.0 -0.7 0.317
H -2.423534 3.658545 -2.795614 -0.2 0.1 -0.3 0.381
H -0.993403 4.580709 -2.228041 -0.9 -0.4 0.4 0.265
H 0.840397 2.937904 -3.238779 0.4 1.3 -0.9 0.007
H 0.196868 1.302376 -3.585880 -0.2 -0.2 -0.7 0.701
N -1.267095 -0.150952 -0.102150 -0.6 0.4 -0.2 0.973
P -2.124043 -1.450203 0.422660 0.7 -0.3 -0.3 -1.413
N -3.505599 -0.873185 1.014312 -1.2 0.7 0.0 0.594
C -3.702915 0.520848 1.571574 1.4 -0.9 1.5 -0.064
C -5.181336 0.763394 1.758265 0.2 -0.7 0.8 -1.180
C -5.759095 -0.211156 2.834273 0.2 0.2 -0.2 -0.584
C -5.014580 -1.559163 2.847020 0.6 0.2 -1.2 -0.819
C -4.508024 -1.908925 1.428876 0.4 1.4 1.4 -0.785
N -2.523284 -2.498567 -0.790896 1.5 -0.1 1.1 0.667
C -3.768126 -2.349064 -1.537328 -0.2 -0.7 0.7 -0.525
C -3.623615 -2.857484 -2.926399 -0.8 -0.1 -1.1 -0.933
C -2.415361 -2.287798 -3.595448 1.7 0.0 -0.1 -0.709
C -1.125061 -2.783688 -2.845937 0.8 0.5 0.4 0.144
C -1.433935 -3.313029 -1.430281 -0.4 1.4 0.0 -0.514
N -1.098960 -2.128058 1.522195 -1.0 0.1 -0.7 1.090
C -1.042427 -3.552810 1.858578 1.0 -0.1 0.1 -0.707
C -1.262113 -3.786090 3.363101 0.1 -1.3 -1.1 -0.793
C -0.255444 -3.006511 4.182861 -0.1 -0.4 -1.3 -0.639
C -0.574843 -1.531734 3.923629 0.3 -0.3 0.2 -0.845
C -0.397692 -1.220760 2.448163 0.3 0.9 -0.4 0.118
H -3.250450 1.259121 0.907000 0.0 -0.2 0.2 0.191
H -3.153132 0.570750 2.596543 -0.8 0.1 -1.6 0.172
H -5.642774 0.578544 0.793538 -0.3 0.2 -0.1 0.321
H -5.348191 1.793526 2.064241 -0.1 0.1 -0.2 0.418
H -6.828332 -0.347779 2.572927 0.5 0.0 0.6 0.290
H -5.624888 0.201068 3.849100 -0.5 0.2 -0.5 0.357
H -5.649878 -2.338857 3.185499 -0.8 -0.8 0.3 0.567
H -4.161516 -1.601929 3.519394 0.2 0.4 0.2 0.057
H -5.359558 -1.890218 0.774407 -0.3 -0.3 -0.6 0.276
H -3.978722 -2.850887 1.429134 -0.3 -0.5 -0.1 0.761
H -4.021905 -1.326841 -1.567853 -0.4 1.4 -0.1 0.485
H -4.582193 -2.844847 -1.014264 -0.1 -0.3 0.0 0.268
H -4.523597 -2.564613 -3.505714 0.3 -0.4 0.4 0.478
H -3.524796 -3.932804 -2.919754 -0.3 -0.5 -0.1 0.380
H -2.453876 -1.184246 -3.525091 0.0 -0.5 -0.4 0.162
H -2.326187 -2.601429 -4.652968 -0.3 0.4 0.5 0.406
H -0.410896 -1.942590 -2.679335 -0.5 -0.3 -0.3 -0.397
H -0.515406 -3.535088 -3.402039 -0.7 0.4 0.3 0.549
H -0.548227 -3.293707 -0.802907 0.2 0.3 0.1 -0.138
H -1.758660 -4.310520 -1.393607 -0.5 -1.5 -0.3 0.534
H -0.016851 -3.904828 1.517632 -1.1 0.0 0.6 0.256
H -1.810464 -4.118368 1.338382 0.0 0.1 -0.4 0.399
H -1.224294 -4.910055 3.455770 0.0 1.1 0.4 0.402
H -2.264744 -3.433396 3.619138 -0.2 -0.2 0.0 0.202
H 0.747683 -3.322400 3.821649 -0.3 0.5 0.5 0.158
H -0.401433 -3.276041 5.198841 0.3 -0.1 1.1 0.509
H 0.171164 -0.902602 4.419832 -0.4 0.1 0.3 0.431
H -1.601753 -1.353785 4.315211 0.6 0.3 -0.3 0.282
H 0.670892 -1.261330 2.226912 0.0 -0.3 0.1 -0.467
H -0.632012 -0.166997 2.189900 -0.3 -0.6 0.3 0.320
Cl 6.083528 0.285766 -2.358386 0.4 -0.1 0.4 -0.310
Ge 4.322026 0.802645 -3.439362 -0.1 -0.8 -1.1 0.458
Cl 4.926639 2.488362 -4.603242 0.3 0.4 -0.4 -0.300
Cl 4.124232 -0.810936 -4.979063 0.0 0.5 0.6 -0.365


Entry 2:
84
Properties=species:S:1:pos:R:3:forces:R:3:mulliken_charge:R:1 method="wB97M-V/def2-TZVPD" total_charge=+1 homo_ev=-10.963
Cd 0.227767 -0.568284 1.073514 0.0 0.1 0.4 2.318
C 4.832278 -1.182980 1.329118 0.0 0.0 0.0 -0.479
C 3.489498 -1.138414 1.692331 0.1 0.1 0.0 -0.201
N 2.679048 -0.232325 1.170352 0.1 0.0 -0.1 0.197
C 3.176072 0.639020 0.294355 0.0 0.0 0.1 -0.025
C 4.512763 0.559388 -0.084919 0.0 0.1 0.0 -0.374
N 5.336987 -0.347315 0.431456 0.0 0.0 0.0 -0.556
C 2.236639 1.691823 -0.188913 -0.1 -0.1 0.0 0.053
C 2.703520 2.845559 -0.797477 0.0 0.0 0.0 -0.815
C 1.804990 3.841364 -1.161951 0.0 -0.1 0.0 0.345
C 0.464485 3.640164 -0.856823 0.0 0.0 0.0 -0.707
C 0.070364 2.462395 -0.238639 0.0 0.0 0.0 0.222
N 0.937549 1.492388 0.062944 0.1 0.2 -0.1 -0.177
C -1.337941 2.258440 0.202336 0.0 -0.1 0.0 0.060
C -2.400811 3.025794 -0.269554 0.0 0.0 0.0 -0.338
N -3.639932 2.862532 0.174127 0.0 0.0 0.0 -0.575
C -3.827853 1.935108 1.105799 0.0 0.0 0.0 -0.676
C -2.781903 1.149487 1.572631 0.1 0.0 0.0 -0.169
N -1.545819 1.307083 1.112782 -0.1 0.1 -0.1 0.074
C 2.261844 5.086352 -1.814326 0.0 0.1 0.0 0.421
C 3.446482 5.706597 -1.432020 0.0 0.0 0.0 -0.483
C 3.825186 6.874860 -2.076749 0.0 0.0 0.0 -0.429
N 3.121981 7.436159 -3.055377 0.0 0.0 0.0 -0.586
C 1.993116 6.837152 -3.419213 0.0 0.0 0.0 -0.387
C 1.518268 5.673069 -2.832237 0.0 0.0 0.0 -0.543
H 5.499574 -1.917235 1.764348 0.0 0.0 0.0 0.439
H 3.063331 -1.827886 2.412517 0.0 0.0 0.0 0.389
H 4.934971 1.231867 -0.821726 0.0 0.0 0.0 0.419
H 3.760120 2.979018 -0.979170 0.0 0.0 0.0 0.478
H -0.253371 4.423491 -1.051681 0.0 0.0 0.0 0.731
H -2.256967 3.778723 -1.035031 0.0 0.0 0.0 0.395
H -4.833360 1.799949 1.486280 0.0 0.0 0.0 0.431
H -2.939230 0.384830 2.322502 0.0 0.0 0.0 0.522
H 4.058224 5.316136 -0.628622 0.0 0.0 0.0 0.468
H 4.739313 7.382200 -1.788174 0.0 0.0 0.0 0.373
H 1.435405 7.306221 -4.222811 0.0 0.0 0.0 0.367
H 0.599324 5.227341 -3.191750 0.0 0.0 0.0 0.488
N -0.740389 -3.212939 -0.882437 0.0 -0.1 0.0 0.372
P -1.436345 -1.703505 -0.554442 0.1 0.0 -0.1 0.124
C -3.042114 -2.181305 0.111710 -0.1 0.0 0.0 0.214
C -3.143371 -2.387987 1.488679 0.0 0.0 0.0 -0.334
C -4.349595 -2.781035 2.046404 0.0 0.0 0.0 -0.735
C -5.461771 -2.959324 1.233716 0.0 0.0 0.0 -0.606
C -5.368051 -2.752800 -0.135791 0.0 0.0 0.0 -0.692
C -4.160961 -2.365577 -0.699747 0.0 0.0 0.0 -0.287
C -1.782403 -0.943114 -2.160665 0.0 0.0 0.0 0.319
C -1.176053 -1.391323 -3.329505 0.0 0.0 0.0 -0.638
C -1.401370 -0.727251 -4.528524 0.0 0.0 0.0 -0.678
C -2.230827 0.383770 -4.565266 0.0 0.0 0.0 -0.676
C -2.841543 0.832090 -3.400493 0.0 0.0 0.0 -0.899
C -2.614548 0.174870 -2.203177 -0.1 0.0 0.0 -0.232
C 0.621862 -3.398326 -1.063659 0.1 -0.1 0.0 0.156
C 1.124832 -4.661817 -1.407673 0.0 0.1 0.1 -0.975
C 2.478016 -4.787028 -1.616560 0.0 0.0 0.0 -0.519
C 3.298589 -3.665129 -1.489053 0.0 -0.1 0.0 -0.909
C 2.708818 -2.475626 -1.133410 0.0 0.0 0.0 -0.460
N 1.394193 -2.328411 -0.910532 0.0 0.0 0.0 0.288
H -1.333678 -4.016557 -1.019077 0.0 0.0 -0.1 0.252
H -2.279504 -2.237861 2.127110 0.0 0.0 0.0 0.279
H -4.420864 -2.943449 3.114375 0.0 0.0 0.0 0.470
H -6.405322 -3.260055 1.671037 0.0 0.0 0.0 0.419
H -6.235966 -2.894538 -0.766590 0.0 0.0 0.0 0.444
H -4.095068 -2.204205 -1.768801 0.0 0.0 0.0 0.453
H -0.526720 -2.257945 -3.310819 0.0 0.0 0.0 0.396
H -0.928915 -1.084320 -5.434221 0.0 0.0 0.0 0.449
H -2.409289 0.894845 -5.502401 0.0 0.0 0.0 0.422
H -3.505108 1.687612 -3.428315 0.0 0.0 0.0 0.496
H -3.121641 0.516800 -1.307274 0.0 0.0 0.0 0.638
H 0.458619 -5.509596 -1.500586 0.0 0.0 0.0 0.489
H 2.895955 -5.749000 -1.883382 0.0 0.0 0.0 0.432
H 4.363062 -3.716338 -1.667767 0.0 0.0 0.0 0.502
H 3.308243 -1.578880 -1.030472 0.0 0.0 0.0 0.577
N 0.013318 -2.842565 8.313578 0.0 0.0 -0.1 -0.478
C 0.048747 -2.502126 7.215902 0.0 0.0 0.2 -0.226
C 0.094225 -2.084789 5.841687 0.0 -0.1 0.0 0.455
C -0.058196 -3.029758 4.829920 0.0 0.1 0.0 -0.809
C -0.021198 -2.619117 3.504769 0.0 0.0 0.0 0.507
C 0.167507 -1.281013 3.138092 0.0 0.0 -0.1 -0.999
C 0.331878 -0.364946 4.183790 0.0 0.1 0.0 0.139
C 0.293770 -0.745765 5.517061 0.0 0.0 0.0 -0.669
H -0.201359 -4.071406 5.086430 0.0 0.0 0.0 0.467
H -0.134106 -3.383416 2.741010 0.0 0.0 0.0 0.508
H 0.495274 0.686808 3.967697 0.0 0.0 0.0 0.418
H 0.417490 -0.016724 6.307448 0.0 0.0 0.0 0.465


Entry 3:
53
Properties=species:S:1:pos:R:3:forces:R:3:mulliken_charge:R:1 method="wB97M-V/def2-TZVPD" multiplicity=3 homo_ev="-6.735 / -6.777"
Ni 0.441874 0.137455 -0.414120 0.8 -0.4 -0.1 -0.312
O 2.687624 3.404530 0.496460 0.0 -0.1 -0.1 -0.749
C 2.260708 2.320008 0.111982 0.2 0.0 0.0 0.381
N 1.020395 1.960393 -0.236781 -0.4 0.3 0.1 0.016
C -0.055382 2.870737 -0.233184 -0.1 0.0 0.0 0.150
C 0.073925 4.252539 -0.317098 -0.1 0.1 0.0 -0.586
C -1.060172 5.048740 -0.376280 0.0 0.0 0.0 -0.617
C -2.320885 4.470347 -0.349737 0.0 0.0 0.0 -0.687
C -2.461234 3.093331 -0.263617 0.1 0.1 0.0 -0.377
C -1.334885 2.278181 -0.208860 0.2 0.0 0.0 0.418
N -1.378198 0.862739 -0.238488 -0.2 0.2 0.1 0.002
C -2.456553 0.245313 0.270727 -0.1 -0.1 0.1 0.296
O -3.319282 0.719289 1.013665 0.0 0.0 0.0 -0.717
C -2.661601 -1.205214 -0.140973 -0.1 0.0 0.1 0.413
C -3.668939 -1.940307 0.487344 0.2 0.1 0.0 -0.545
C -3.909600 -3.231767 0.061814 0.0 -0.1 0.0 -0.357
C -3.154291 -3.748164 -0.984617 0.0 0.1 0.0 -0.696
C -2.181888 -2.934648 -1.544642 -0.1 -0.1 0.0 -0.341
N -1.934809 -1.697559 -1.131684 0.1 0.0 -0.2 -0.221
C 3.250997 1.178096 -0.014262 0.1 0.1 0.0 0.643
C 4.610257 1.442855 0.110644 -0.1 0.0 0.0 -0.700
C 5.503867 0.401572 -0.031835 0.1 0.0 0.0 -0.271
C 5.014611 -0.872819 -0.284182 -0.1 0.0 0.0 -0.879
C 3.645618 -1.042631 -0.382806 0.1 -0.1 0.0 -0.065
N 2.777499 -0.043574 -0.253352 -0.2 0.1 -0.1 -0.086
H 1.055884 4.694101 -0.324388 0.0 0.0 0.0 0.437
H -0.950797 6.123062 -0.439959 0.0 0.0 0.0 0.383
H -3.207744 5.088822 -0.393495 0.0 0.0 0.0 0.378
H -3.442851 2.649954 -0.229543 0.0 0.0 0.0 0.434
H -4.232803 -1.469211 1.278579 0.0 0.0 0.0 0.487
H -4.686358 -3.825714 0.525834 0.0 0.0 0.0 0.437
H -3.321921 -4.744236 -1.369258 0.0 0.0 0.0 0.426
H -1.576006 -3.282312 -2.376048 0.0 0.0 0.0 0.597
H 4.913524 2.459131 0.314436 0.0 0.0 0.0 0.481
H 6.568819 0.575501 0.049069 0.0 0.0 0.0 0.429
H 5.674913 -1.720151 -0.405138 0.0 0.0 0.0 0.444
H 3.229986 -2.023002 -0.579737 0.0 0.0 0.0 0.212
C 1.369049 -4.477290 -1.668734 0.0 0.0 -0.1 -0.808
N 0.970180 -3.765840 -0.463794 0.0 0.0 0.1 0.274
C 0.767939 -4.391956 0.724769 0.0 0.0 0.0 -0.175
C 0.395877 -3.723492 1.835742 0.0 0.0 0.0 -1.140
C 0.216350 -2.307588 1.714502 -0.1 0.0 0.1 0.728
N 0.439685 -1.707348 0.565244 0.0 0.0 0.0 0.092
C 0.791096 -2.397388 -0.552397 -0.2 0.0 0.2 0.635
O 0.938787 -1.785185 -1.600938 0.0 -0.1 -0.4 -0.587
N -0.186344 -1.561451 2.745932 0.0 0.0 0.1 -0.339
H 1.421160 -5.538495 -1.439942 0.0 0.0 0.0 0.349
H 2.340486 -4.120006 -2.007480 0.0 0.0 0.0 0.252
H 0.641748 -4.299381 -2.458318 0.0 0.0 0.0 0.254
H 0.916847 -5.462738 0.719370 0.0 0.0 0.0 0.428
H 0.227279 -4.242054 2.765075 0.0 0.0 0.0 0.401
H -0.434206 -1.980907 3.623137 0.0 0.0 0.0 0.217
H -0.384535 -0.582470 2.604662 0.0 0.0 0.0 0.163


Entry 4:
52
Properties=species:S:1:pos:R:3:forces:R:3:mulliken_charge:R:1 method="wB97M-V/def2-TZVPD" total_charge=+1 homo_ev="-11.957 / -11.957"
V -0.320174 0.053122 0.779985 0.0 0.4 -0.3 0.674
Se 2.162983 -0.108844 0.322996 -0.1 0.0 0.1 -0.099
P 2.277795 2.059301 0.208115 0.0 -0.1 -0.1 0.338
Se 0.133853 2.480901 0.436807 0.0 -0.3 -0.1 -0.178
C 2.900691 2.637073 -1.369063 0.0 0.0 0.1 1.237
C 3.139173 1.749083 -2.412908 0.0 0.0 -0.1 -0.378
C 3.622651 2.233153 -3.619998 0.0 0.0 0.0 -0.722
C 3.851992 3.590478 -3.782342 0.0 0.0 0.0 -0.457
C 3.605317 4.476916 -2.740073 0.0 0.0 0.0 -0.715
C 3.134483 4.004824 -1.528805 0.0 0.0 0.0 -0.555
C 3.261140 2.783459 1.520013 0.0 0.0 0.0 1.224
C 2.957676 4.057779 1.995113 0.0 0.0 0.0 -0.281
C 3.771726 4.636844 2.955967 0.0 0.0 0.0 -0.977
C 4.865778 3.938843 3.452607 0.0 0.0 0.0 -0.542
C 5.155728 2.662515 2.989159 0.0 0.0 0.0 -0.697
C 4.357889 2.081881 2.014917 0.0 0.0 0.0 -0.580
H 2.950006 0.691215 -2.288370 0.0 0.0 0.0 0.294
H 3.818587 1.546644 -4.432113 0.0 0.0 0.0 0.411
H 4.228163 3.963228 -4.725565 0.0 0.0 0.0 0.402
H 3.787633 5.534709 -2.870972 0.0 0.0 0.0 0.416
H 2.960914 4.696707 -0.714643 0.0 0.0 0.0 0.296
H 2.084762 4.589968 1.634475 0.0 0.0 0.0 0.455
H 3.544527 5.627277 3.326988 0.0 0.0 0.0 0.405
H 5.489733 4.386029 4.214886 0.0 0.0 0.0 0.416
H 5.996462 2.115601 3.393597 0.0 0.0 0.0 0.480
H 4.579976 1.083208 1.659354 0.0 0.0 0.0 0.405
C -0.878146 0.440613 2.764840 0.0 0.0 0.0 -1.875
C 0.329424 0.546487 3.609505 0.0 0.0 0.0 1.281
C 0.955235 -0.576237 4.158270 0.0 0.0 0.0 -0.254
C 2.120413 -0.445549 4.890294 0.0 0.0 0.0 -1.010
C 2.664014 0.819557 5.101077 0.1 0.0 0.0 0.635
C 2.009202 1.952774 4.625399 0.0 0.0 0.0 -0.823
C 0.859029 1.811153 3.879493 0.0 0.0 0.0 -0.318
C 3.922146 0.978699 5.782391 -0.1 0.0 0.1 -0.133
N 4.926445 1.144530 6.314754 0.0 0.0 -0.1 -0.489
H -1.465346 1.352003 2.716748 0.0 0.0 0.0 0.724
H -1.502020 -0.433715 2.933669 0.0 0.0 0.1 0.583
H 0.537882 -1.559237 3.998571 0.0 0.0 0.0 0.488
H 2.615926 -1.318041 5.293075 0.0 0.0 0.0 0.526
H 2.421106 2.932223 4.823385 0.0 0.0 0.0 0.700
H 0.364021 2.690764 3.488267 0.0 0.0 0.0 0.387
Se -4.421894 1.519552 -0.989545 0.0 0.0 0.0 0.076
C -2.968524 0.963973 -0.331703 0.0 0.0 -0.1 0.169
N -1.931575 0.558152 0.135098 0.0 -0.1 0.2 -0.864
F -2.271271 -4.136819 -0.005030 0.0 0.0 0.0 -0.178
C -1.836229 -3.401103 0.996108 0.0 0.0 0.0 0.671
F -1.663908 -4.141184 2.076932 0.0 0.0 0.0 -0.191
F -2.707623 -2.426252 1.257255 0.0 0.0 0.0 -0.205
S -0.223876 -2.628146 0.539952 0.0 0.2 -0.1 1.232
O 0.712340 -3.651374 0.284060 0.0 0.0 0.0 -0.483
O -0.530751 -1.634075 -0.515020 0.1 0.1 0.1 -0.634
O 0.048395 -1.710805 1.703888 0.1 -0.3 0.0 -0.288